1.
95
Properties=species:S:1:pos:R:3 method="wB97M-V/def2-TZVPD" total_charge=+2 lumo_energy_ev=-5.43 homo_lumo_gap_ev=8.09 e_above_lowest_ev=0.000 e_tot_ha=-5028.27053
C 3.7817 -3.0489 0.9978
C 3.5749 -1.6798 0.4020
C 4.5526 -0.8807 -0.1982
H 3.0930 -4.7706 3.2447
H -4.0859 3.1506 2.7384
C 2.2310 -1.3342 0.1827
P -0.8828 1.4667 1.4323
O 2.8096 -3.8145 0.9589
H 4.5746 -5.5405 1.4756
H 0.7419 2.5641 -5.9740
H 1.4197 -1.9932 0.4798
C -0.4428 1.2097 4.3039
C -1.8232 -3.6265 -3.5042
P -1.1297 2.0316 -2.7528
C -0.7221 0.4804 2.9875
C -0.6601 -2.9365 -3.9181
C -2.4349 -1.9810 -0.2460
H -6.5520 0.8405 2.4617
H 0.9279 1.4489 -3.8131
H -3.5938 -3.0635 3.0271
H -3.2607 -3.8156 -1.8865
H -2.0278 4.7520 -3.9189
H -2.5284 3.1265 0.9085
H -4.4475 -1.6902 5.0120
H -2.5114 3.1830 3.5213
H 7.8820 -3.7931 0.9273
H -2.9242 2.8259 -5.1523
N 4.9463 -3.4739 1.5717
C -0.1628 2.5417 -5.3542
H -3.2254 1.5152 1.0193
C -5.3348 -0.6381 1.4155
H -3.0914 0.6862 -2.9139
H -1.1524 3.7980 -1.1118
H -1.6401 5.7565 -2.5087
H 6.5978 -2.9532 2.7117
C -0.1610 4.0657 2.5839
H -2.7243 3.5765 -1.8310
H 5.9226 -1.6022 1.7927
H -1.2642 1.8733 4.6053
N -5.3842 -0.2923 3.7732
Br -0.1152 -2.9524 -5.7569
C 6.1858 -2.6699 1.7395
C -2.3215 -3.3661 -2.2163
H 4.4518 -4.0552 4.1796
C -3.4451 2.3202 -4.3287
C 2.8204 0.6124 -1.0052
C -4.1254 -2.1237 2.9014
H 6.0174 -5.0008 2.3954
H 7.8589 -2.0763 0.5433
H -0.2898 3.7730 3.6370
H -2.3285 -4.3020 -4.1859
C 0.2547 2.3136 -3.9074
C -2.5658 2.2264 1.5403
H -0.3425 4.8617 -3.3302
H 1.0866 -1.8797 -3.3380
H -2.1223 0.5703 -4.3611
H 2.5037 1.5197 -1.5158
H 0.0886 -0.2372 2.7899
C -3.3427 -1.8808 0.5786
C -4.2680 -1.5437 1.6193
H -0.8237 1.7442 -5.7231
H 0.5092 3.2687 0.6905
H -1.0835 4.5468 2.2287
H -1.6384 -0.1222 3.0612
H 1.1969 2.4488 2.0834
H 4.3349 -5.8055 3.9982
C -1.3947 4.8201 -3.0238
C -1.6498 -2.4516 -1.3523
H 5.5868 -1.2235 -0.1947
C -5.8298 0.0168 2.5542
H -3.4547 1.6697 3.4600
H 0.4831 1.7985 4.2691
H 0.3964 -1.7142 -0.9159
C 4.9515 -4.8220 2.2181
C 7.2246 -2.9533 0.6680
C 4.1777 0.3115 -0.8356
H 4.9145 1.0110 -1.2102
C 0.1307 -2.2510 -2.9855
H -3.8127 3.0721 -3.6189
C -4.6616 -1.3980 3.9774
C -3.1690 2.5671 2.8981
H 6.7375 -3.1773 -0.2791
H 0.8316 3.1609 -3.5170
C 4.1498 -4.8588 3.4981
H -0.6684 3.5121 -5.4738
N 1.8837 -0.2164 -0.5107
C -2.5419 1.2960 -3.6497
H -5.7284 -0.4486 0.4162
H 0.6377 4.8222 2.5541
C -0.3360 -2.0337 -1.6765
C -1.6580 3.6558 -2.0811
Cd -0.2169 0.5265 -1.0029
H -4.3064 1.7951 -4.7560
H -0.3283 0.4658 5.1046
C 0.2666 2.8922 1.6968

2.
9
Properties=species:S:1:pos:R:3 method="wB97M-V/def2-TZVPD" lumo_energy_ev=-0.82 homo_lumo_gap_ev=7.49 e_above_lowest_ev=2.642 e_tot_ha=-644.18983 smiles="C=C=S.N=C=O"
N 0.6466 1.3926 1.7894
H 1.1018 1.7632 2.6024
O 0.9739 2.1672 -0.3670
H -1.3502 -0.0023 -3.0515
S -1.9594 1.2787 0.3542
C -1.4279 0.8904 -1.0703
H -2.5582 -0.4639 -1.8046
C 0.9367 1.7687 0.7086
C -1.8545 0.1957 -2.0689

| no. | HOMO energy (eV) |
| --- | --- |
| 1 | -13.5 |
| 2 | -8.3 |